Entry 1:
This record from the Open Molecules 2025 dataset describes a structure of composition C33H43N5OsP2. The level of theory is ωB97M-V/def2-TZVPD.

Molar mass = 761.92 g/mol
Energy above the lowest of the compared OMol25 structures with the same formula, charge and spin = 1.252 eV
Expectation value of S² = 6.03
Gap between HOMO and LUMO (alpha / beta) = 6.53 / 6.71 eV
Multiplicity = 5
Total charge = +2
E_HOMO (alpha / beta) = -12.127 / -13.479 eV
Largest force on an atom = 0.1026 hartree/bohr

```
84
C33H43N5OsP2 ωB97M-V/def2-TZVPD
Os -0.5813 1.4829 -1.8690
P -1.4077 -1.2446 0.8469
P 2.3279 -0.7739 0.4450
N -1.0098 0.7355 2.8777
N 3.6126 -0.0440 -0.4935
N -2.7770 -2.2667 0.9525
N -2.3737 0.1648 0.0834
N 3.2126 -1.8680 1.3932
C 4.8474 -2.7226 2.7094
C -1.7719 1.4859 -0.2093
C -3.4420 -2.5344 2.1749
C -1.2100 2.6012 -4.2562
C 1.1524 0.7622 -4.0130
C -0.0957 -1.5598 3.4848
C 5.0738 1.6072 -1.0759
C -3.5778 -2.7753 -0.0865
C -0.1492 3.5208 -3.5436
C -2.1947 2.9703 2.8914
C -2.9011 2.3331 -0.5954
C -3.6838 0.2526 -0.2999
C -4.7032 -3.3657 0.4693
C 4.7843 -0.6470 -0.9857
C 1.1784 -1.6084 -0.7785
C -0.2746 -2.0718 -0.4172
C -4.6111 -3.2223 1.8955
C -2.1021 1.2448 4.7982
C -0.8347 -0.3063 3.7496
C 0.7237 2.8327 -2.5176
C 3.0456 -3.2759 1.4352
C 1.4861 0.6842 1.1526
C 3.8029 1.3454 -0.6140
C -4.0333 1.5671 -0.6630
C -1.5018 -0.0139 4.9684
C 4.3263 -1.5563 2.2115
C 1.2674 1.5139 -2.7044
C 5.6997 0.3430 -1.3426
C -1.2156 0.1881 -3.1934
C 4.0376 -3.8117 2.2484
C -1.7795 1.6818 3.4810
C -1.7931 1.4982 -3.3844
C -0.0513 -0.2095 -4.0720
H -1.4689 3.3513 2.1614
H -0.7841 -2.4191 3.5415
H 1.7410 -2.5279 -1.0369
H 0.7547 0.4924 1.9616
H -0.6915 4.3846 -3.0926
H 0.4757 3.9665 -4.3330
H -0.1908 -3.1121 -0.0402
H 6.6944 0.2261 -1.7369
H 2.2260 -3.7361 0.9143
H -2.9707 -2.1930 3.0863
H -2.2714 3.7060 3.7063
H 3.0322 2.0421 -0.3262
H 2.1781 1.2568 -2.1014
H -2.8780 1.5760 -3.2478
H -2.6824 1.8320 5.4983
H -2.0596 3.2791 -4.4844
H -4.3692 -0.5644 -0.1829
H 0.2571 -1.2262 -3.8026
H 4.5737 -0.5112 2.3762
H -3.1891 2.8923 2.4244
H 4.1753 -4.8356 2.5106
H 5.5220 2.5914 -1.1647
H -0.9039 -2.1347 -1.3181
H 5.7132 -2.8221 3.3518
H 2.0898 0.1941 -4.1548
H 1.1394 -1.0046 -1.7184
H -1.5107 -0.6906 5.8178
H -5.5083 -3.8457 -0.0616
H -1.1237 1.8554 0.5880
H 4.8851 -1.7114 -1.0751
H -2.8046 3.4007 -0.7936
H 1.1581 3.4416 -1.6846
H -5.2926 -3.5750 2.6466
H 2.2149 1.4344 1.4857
H 0.6446 -1.6951 4.2890
H -0.4211 -0.2641 -5.1144
H 0.4418 -1.5728 2.5189
H 0.8425 1.2445 0.4480
H -0.8862 2.2390 -5.2549
H -3.2953 -2.6180 -1.1168
H 1.0302 1.4336 -4.8762
H -1.9223 -0.5998 -2.8922
H -5.0677 1.8822 -0.8704
```

Entry 2:
This record from the Open Molecules 2025 dataset describes a structure of composition C33H44Cl2N7O8P2Tl. The level of theory is ωB97M-V/def2-TZVPD.

Molar mass = 1003.99 g/mol
Energy above the lowest of the compared OMol25 structures with the same formula, charge and spin = 0.290 eV
Gap between HOMO and LUMO = 4.50 eV
Total charge = -2
E_HOMO = -0.748 eV
Largest force on an atom = 0.0071 hartree/bohr

```
97
C33H44Cl2N7O8P2Tl ωB97M-V/def2-TZVPD
Tl 0.4770 -0.7296 -1.7134
Cl 0.0944 -6.3777 -2.0231
Cl 3.6991 -6.8677 1.9443
P -0.8258 0.6003 2.2977
P 1.4307 2.3403 1.8972
O -0.7288 0.0555 0.9413
O 0.9863 1.7106 -3.1239
O -3.6094 -2.3465 0.7536
O -2.2735 -0.5450 -2.1961
O -0.0488 2.0302 2.4701
O 2.3772 1.2359 2.1212
O 3.0618 0.2145 -2.8822
O 0.7599 -3.4689 -1.8740
N 3.2252 1.2783 -3.5049
N 1.1372 2.8822 0.3844
N 2.4330 -2.2801 -0.0807
N 2.1526 2.0212 -3.6129
N 1.9115 3.6802 2.7619
N -0.2238 -0.4388 3.4220
N -2.3002 1.0715 2.8613
C -3.4827 -0.8504 -2.3480
C 3.0340 -4.4304 0.8497
C -3.5861 -4.5455 -1.6260
C 1.1341 4.8986 2.6922
C 2.5100 5.7221 -5.5746
C 1.3681 -4.1897 -1.0501
C -3.0566 -3.1332 -1.4639
C -0.1232 -0.0086 4.8002
C -4.4028 0.2495 -2.8805
C 3.2565 -1.6907 0.7490
C 1.2951 5.2900 -5.0644
C 2.8242 -5.8275 0.8303
C 0.7659 -1.4384 3.0305
C -0.1658 2.8301 -0.2791
C -3.3829 0.1144 2.6464
C 3.9194 -3.7666 1.7287
C 2.3079 -3.6243 -0.0662
C -1.5169 -3.4571 0.5729
C 2.6004 3.4859 4.0224
C 4.0355 -2.4062 1.6766
C 3.6278 4.9042 -5.4359
C -5.8480 -3.7246 -2.0476
C -2.7432 2.4335 3.0534
C -4.8932 -4.7831 -1.8314
C -5.3658 -2.4539 -2.2102
C -4.0070 -2.1187 -2.0515
C 2.3120 3.2525 -4.2859
C 1.9311 -6.3848 -0.0459
C 2.2942 2.8463 -0.5235
C 1.2253 -5.5957 -0.9490
C 3.5413 3.6795 -4.7992
C -2.8215 -2.9252 0.0331
C 1.1884 4.0644 -4.4228
H -0.1750 -0.8799 5.4583
H 2.1526 3.6018 -1.2989
H 1.9056 3.4793 4.8746
H 4.4071 3.0449 -4.6899
H -1.2513 -4.4094 0.1135
H 3.2040 3.0750 0.0332
H -2.8807 -5.3660 -1.5547
H -6.0578 -1.6683 -2.5010
H -4.0160 0.0703 3.5380
H -0.1796 3.6060 -1.0472
H 0.3452 4.9275 3.4572
H 3.2936 -0.6075 0.7197
H -4.9195 -0.0566 -3.7923
H -0.7340 -2.7451 0.2940
H -3.9937 0.3994 1.7851
H -0.3602 1.8782 -0.7671
H -2.0686 -3.0580 -1.9343
H 0.2558 3.6953 -4.0212
H -0.9555 3.0279 0.4465
H 1.7826 -1.0613 3.1630
H -1.9022 3.0900 3.2585
H -0.9508 0.6575 5.0454
H 3.3174 4.2976 4.1787
H -1.5583 -3.5425 1.6588
H -2.9981 -0.8803 2.4328
H -3.2803 2.8152 2.1759
H 2.3993 1.8754 -1.0101
H 0.6202 -2.3354 3.6378
H -5.1619 0.5173 -2.1406
H -3.4309 2.4691 3.9050
H 1.7859 5.7638 2.8459
H 1.7654 -7.4543 -0.0429
H 0.6743 4.9829 1.7092
H 0.6296 -1.6956 1.9838
H -6.8970 -3.9524 -2.1922
H 4.5849 5.2261 -5.8301
H 0.8235 0.5128 4.9951
H 2.5889 6.6794 -6.0752
H -5.2298 -5.8149 -1.9041
H 4.4928 -4.3498 2.4378
H 4.7009 -1.8727 2.3440
H 0.4129 5.9113 -5.1668
H -3.7883 1.1229 -3.0919
H 3.1358 2.5401 3.9954
```

Entry 3:
This record from the Open Molecules 2025 dataset describes a cluster of 7 separate species, C33H44N2O13 in total. The level of theory is ωB97M-V/def2-TZVPD.

Molar mass = 676.72 g/mol
Energy above the lowest of the compared OMol25 structures with the same formula, charge and spin = 0.000 eV
Gap between HOMO and LUMO = 9.59 eV
SMILES = C#C[C@@](C#N)(CC#N)C[C@H]1CO1.O=C1CCCO1.O=C1CCCO1.O=C1CCCO1.O=C1CCCO1.O=C1CCCO1.O=C1CCCO1
Total charge = 0
E_HOMO = -9.656 eV
Largest force on an atom = 0.1049 hartree/bohr

```
92
C33H44N2O13 ωB97M-V/def2-TZVPD
O -1.6619 1.4333 3.0636
O -0.9098 -5.2038 -0.1143
O -1.4032 7.8706 -0.1723
O 0.4913 1.9726 -3.6009
O -1.0809 -5.4098 2.1315
O 10.2910 2.2414 3.7011
O 0.8861 2.5115 -1.4406
O -1.6975 6.0803 -1.5223
O 10.0085 0.4731 2.3199
O -6.0072 -6.5830 0.7680
O -2.0771 0.9087 0.9055
O 0.5279 -1.5188 -0.2240
O -6.2126 -4.8918 -0.7209
N 7.3689 -1.2790 -2.0464
N 5.5289 1.5430 -0.1981
C -7.1058 -3.7826 -0.8915
C 9.7203 0.2999 0.9249
C -7.8906 -5.0788 0.9198
C 1.9201 -1.3454 -0.7091
C -2.4488 1.5695 4.2548
C -1.6962 7.4133 -1.2412
C -1.3639 2.2340 -2.0715
C -2.0663 8.2049 -2.4697
C 4.7010 -1.6496 -1.5023
C 8.9978 1.5615 0.5085
C -1.3046 2.9845 -0.7564
C -2.7015 7.1471 -3.3516
C 6.2484 -1.5044 -1.8539
C -1.5900 -5.4264 1.0441
C 5.3199 -1.8569 0.9547
C 3.0243 -0.8301 0.4636
C -3.0535 -5.6443 0.7560
C -1.9873 5.8868 -2.9142
C -1.8334 -5.1867 -1.2120
C 5.1626 0.4476 -0.1156
C 10.0009 1.7993 2.6229
C -3.0439 -5.9541 -0.7276
C -3.9170 1.1556 2.4535
C -6.6153 -5.6393 0.3435
C -8.3909 -4.1979 -0.2091
C 0.0830 2.2271 -2.4982
C -2.4753 1.1543 2.0124
C 1.3398 -2.8812 -0.4470
C 4.5022 -0.9906 -0.0766
C 5.9688 -2.5147 1.7634
C 0.0839 2.6566 -0.2569
C -3.8449 1.8985 3.7736
C 9.6253 2.6091 1.4073
H -7.2510 -3.5894 -1.9548
H 10.6638 0.1643 0.3884
H -8.5970 -5.8736 1.1539
H 2.7054 0.2135 0.7400
H 4.1865 -1.0268 -2.3088
H -1.3870 4.0603 -0.9429
H -2.6039 7.3483 -4.4190
H -1.7006 1.2033 -1.9373
H -1.9854 2.7498 -2.8026
H -2.4104 0.6266 4.8073
H -7.6521 -4.4991 1.8143
H -3.9317 2.9740 3.5945
H 9.0940 1.7811 -0.5553
H -2.0342 2.3612 4.8794
H 0.1136 1.7178 0.3007
H -1.3744 -5.6548 -2.0839
H -6.6562 -2.8990 -0.4295
H 4.4491 -2.7443 -1.5761
H -4.5472 1.6751 1.7327
H -2.0876 2.7052 -0.0600
H 0.4921 3.4522 0.3684
H -2.8878 -7.0264 -0.8772
H 9.1042 -0.5891 0.7851
H -3.6003 -4.7247 0.9768
H -8.9923 -3.3524 0.1267
H -2.6099 5.0001 -3.0391
H -1.0449 5.7358 -3.4485
H 1.0718 -3.1486 0.6289
H -3.9637 -5.6746 -1.2398
H -3.7677 7.0684 -3.1198
H 7.9333 1.4717 0.7384
H 2.0990 -1.0218 -1.8233
H 2.8329 -1.6016 1.2598
H 6.7220 -3.2195 2.1917
H -2.7683 9.0008 -2.2261
H -2.0699 -4.1455 -1.4523
H -4.6232 1.6124 4.4821
H -4.2500 0.1236 2.5837
H 0.4817 -3.2218 -1.1085
H -8.9999 -4.7926 -0.8959
H 8.9176 3.3959 1.6640
H -3.4481 -6.4751 1.3372
H 10.5312 3.0334 0.9684
H -1.1577 8.6152 -2.9155
```

Entry 4:
This record from the Open Molecules 2025 dataset describes a structure of composition C33H45AsCl2CsNO2P. The level of theory is ωB97M-V/def2-TZVPD.

Molar mass = 797.44 g/mol
Energy above the lowest of the compared OMol25 structures with the same formula, charge and spin = 0.000 eV
Gap between HOMO and LUMO = 5.67 eV
Total charge = -1
E_HOMO = -3.609 eV
Largest force on an atom = 0.0586 hartree/bohr

```
86
C33H45AsCl2CsNO2P ωB97M-V/def2-TZVPD
Cs -2.0099 -0.0992 -0.0406
As -0.9389 -3.2239 -0.3918
Cl -4.9295 0.3457 1.1910
Cl -4.8060 -0.0450 -1.7310
P 1.4551 0.4513 -0.0507
O -5.3898 -3.1328 -0.1606
O -3.4344 -2.0825 0.3103
N -0.4846 2.6168 -0.3922
C 4.7624 4.6480 0.6744
C 0.8950 -3.9074 -0.8253
C -1.2615 3.4804 2.2762
C -3.3929 4.2707 1.2076
C -2.5286 3.5094 -1.3099
C 2.2572 4.9669 0.3852
C 0.9309 -6.4147 -1.1492
C 3.1191 2.7664 0.2694
C 2.0610 -6.7969 1.3487
C 1.8001 -5.5143 0.8849
C 3.3705 4.1196 0.4481
C 0.7183 3.1160 -0.0778
C -4.6616 -2.1598 0.0248
C 2.2445 -0.1889 -1.6096
C -2.1199 3.7222 1.0658
C 3.4709 0.5507 -2.1300
C -1.6590 3.3298 -0.2131
C 1.7506 -7.9000 0.5640
C -1.9749 -4.7414 -1.0552
C 1.8494 2.2320 0.0364
C -5.6515 4.9734 0.3213
C 0.9839 4.5035 0.1361
C 1.9460 0.1606 2.6430
C -4.2535 4.4469 0.1311
C 3.9392 -0.4874 1.2510
C 1.1504 -0.2481 -2.6823
C 1.2252 -5.2966 -0.3677
C 2.4154 -0.3935 1.2978
C -2.0816 3.0785 -2.6809
C -0.9967 -3.7064 1.5053
C 1.1875 -7.7004 -0.6899
C -3.7923 4.0584 -1.1207
C -5.3419 -0.7809 -0.1576
H 3.2334 1.5974 -2.3323
H 3.9659 2.0886 0.3156
H -2.2366 2.0043 -2.8370
H 2.4006 6.0359 0.5288
H -1.8705 -4.8063 -2.1386
H 3.8229 0.0967 -3.0626
H -6.4174 -0.8625 -0.2030
H 0.9665 -3.8178 -1.9112
H -5.7141 5.6446 1.1802
H 2.3640 -0.4164 3.4738
H 2.0405 -4.6602 1.5089
H 2.0333 -1.4202 1.2163
H 1.5895 -3.1808 -0.3985
H 1.5390 -0.6323 -3.6316
H -2.0377 -3.6151 1.8108
H -5.9903 5.5284 -0.5561
H 4.2993 0.5450 -1.4199
H 1.9447 -8.9015 0.9266
H -4.4437 4.1821 -1.9832
H 2.5046 -6.9334 2.3277
H 0.9430 -8.5513 -1.3140
H -3.0179 -4.5422 -0.8057
H 4.3085 -0.8342 0.2839
H 0.3208 -0.8861 -2.3675
H 4.4079 0.4735 1.4708
H 0.7348 0.7476 -2.8706
H -1.0150 3.2529 -2.8223
H 5.4407 3.8380 0.9529
H 4.7932 5.3850 1.4817
H -2.6446 3.6035 -3.4559
H -0.3907 -3.0126 2.0907
H -1.6455 -5.6752 -0.6010
H 0.1529 5.1993 0.0839
H 0.8570 0.1402 2.7347
H 5.1876 5.1312 -0.2112
H 4.2957 -1.1968 2.0069
H 2.2605 1.2013 2.7602
H -0.4573 4.2153 2.3725
H 2.5342 -1.2183 -1.3639
H -0.7646 2.5072 2.2066
H -6.3705 4.1661 0.4884
H -1.8632 3.5084 3.1871
H 0.4856 -6.2751 -2.1279
H -3.7300 4.5424 2.2058
H -0.6407 -4.7234 1.6627
```

Entry 5:
This record from the Open Molecules 2025 dataset describes a structure of composition C33H45BrHgN14O4SeSi. The level of theory is ωB97M-V/def2-TZVPD.

Molar mass = 1089.36 g/mol
Expectation value of S² = 0.78
Gap between HOMO and LUMO (alpha / beta) = 5.44 / 7.63 eV
Multiplicity = 2
Total charge = -1
E_HOMO (alpha / beta) = -3.533 / -5.732 eV
Largest force on an atom = 0.0218 hartree/bohr

```
100
C33H45BrHgN14O4SeSi ωB97M-V/def2-TZVPD
Hg -2.3123 0.9384 0.9294
Br 1.4523 0.1812 -2.2284
Se -3.5950 0.1926 -2.8223
Si 2.6855 -1.7342 -2.2126
O -1.4980 6.1806 1.5537
O -3.4689 5.3256 1.4627
O 2.6748 2.6891 1.7545
O 0.2857 2.0198 1.7184
N -2.0519 1.9228 3.0152
N -0.8924 2.0141 3.6997
N -3.4173 0.1629 -1.0229
N 0.3743 4.9848 0.2753
N -5.0573 -0.8433 -2.8313
N -2.3029 5.3393 1.1099
N -0.4262 3.2853 -1.0424
N -2.6396 -5.3053 1.2312
N -1.2515 -3.2897 1.0005
N -4.3944 2.1050 1.6047
N -1.2243 -0.8707 1.2024
N -1.9365 4.3829 0.2393
N -1.3566 2.2257 -1.2032
N -4.5323 -0.8743 0.7546
C -6.3637 -1.9706 -1.1021
C 0.6018 -3.6952 -2.0308
C 3.7637 -1.0447 -4.7728
C 0.6627 -2.4344 -4.1365
C -5.5493 2.7280 3.5920
C 3.6636 -3.5065 -0.1898
C -4.4088 -0.6309 -0.5568
C -5.5292 2.2092 0.9339
C -0.6650 4.2264 -0.1058
C 5.3166 -2.2737 -3.2462
C -5.5412 -1.6619 1.1392
C -6.7274 2.5706 1.5272
C 2.4118 -4.1666 -3.6697
C 4.8090 0.1349 -2.8871
C -2.0337 -4.3188 1.1414
C 3.8612 2.4078 5.1742
C 1.8727 -1.9115 0.5296
C 1.4817 2.1527 3.7616
C 3.8512 2.6361 3.8111
C 3.1033 -2.0875 -0.3704
C -5.3079 -1.1684 -1.5580
C 4.2070 -1.2146 -3.3116
C -1.3271 -2.0377 1.1196
C -6.4621 -2.2161 0.2599
C 1.5096 1.9497 5.1395
C 0.2224 2.0104 2.9870
C -3.1004 2.3552 3.6031
C -6.7350 2.8249 2.8902
C 2.6671 2.4953 3.0911
C 4.1687 -1.1004 0.1194
C 2.6930 2.0623 5.8461
C 1.5543 -3.0524 -3.0493
C -4.3842 2.3758 2.9129
H 4.5876 -0.6242 -5.3585
H -7.2525 -2.8462 0.6465
H 4.5614 -3.6683 -0.7932
H 2.7173 1.8842 6.9134
H 1.0963 -2.6497 0.3325
H 0.5258 2.9664 -1.1241
H 3.4831 -1.9918 -5.2333
H -0.0684 -1.7540 -3.7010
H -2.1755 2.5808 -1.6851
H 1.1272 -4.2533 -1.2566
H 2.9206 -0.3558 -4.8517
H 3.8600 -0.0664 -0.0346
H 5.6307 0.3869 -3.5661
H 4.7935 2.4937 5.7197
H 2.1718 -2.0238 1.5774
H 1.2275 -1.8847 -4.8907
H 6.1393 -1.9853 -3.9092
H 4.7557 2.9031 3.2790
H -3.0292 2.7709 4.6053
H 0.1489 5.6824 0.9692
H 0.1090 -3.2300 -4.6453
H 5.2088 0.1150 -1.8767
H 2.9376 -4.2772 -0.4492
H 1.7659 -4.9839 -4.0045
H 1.7600 2.3671 1.4790
H -7.6252 2.6642 0.9325
H -5.4770 1.9975 -0.1291
H -7.6526 3.1008 3.3936
H -5.5067 2.9268 4.6552
H 3.1205 -4.5834 -2.9485
H -0.0551 -4.3998 -2.5501
H -7.0748 -2.3798 -1.8073
H 5.1286 -1.2632 -0.3763
H -0.9245 1.5178 -1.7878
H 2.9714 -3.8191 -4.5388
H 4.3209 -1.2424 1.1927
H -0.0364 -2.9580 -1.5439
H 0.5796 1.6970 5.6288
H 1.4241 -0.9223 0.4335
H 3.9355 -3.6542 0.8597
H 4.0733 0.9355 -2.9468
H 5.7235 -2.3651 -2.2369
H -5.6066 -1.8473 2.2058
H 4.9675 -3.2582 -3.5623
H 1.3098 4.6171 0.2026
```